Entry from the OMol25 dataset: a structure of composition C5H12O (ωB97M-V/def2-TZVPD).

## Properties
**HOMO-LUMO gap (spin up / spin down)**: 8.21 / 8.06 eV
**ΔE to the lowest compared entry with this formula, charge and spin**: 101.99 kcal/mol
**Highest occupied orbital energy (spin up / spin down)**: -7.363 / -7.246 eV
**E**: -7422.889 eV

Atoms and positions in Å:
C: -1.6682 2.1311 0.6577
O: -1.2974 0.9347 0.2574
C: -0.0742 0.5119 0.1618
C: 0.1385 -0.8829 -0.3406
C: -0.0297 -1.9232 0.7791
C: 1.5227 -0.9954 -0.9850
H: -0.4422 2.7346 -0.8687
H: -1.0108 2.6664 1.3364
H: -2.7398 2.2704 0.6689
H: 0.1209 2.2348 -1.0791
H: 0.6812 1.0276 0.7559
H: -0.6262 -1.0734 -1.1051
H: -1.0236 -1.8537 1.2337
H: 0.0993 -2.9397 0.3888
H: 0.7161 -1.7666 1.5684
H: 1.6279 -0.2941 -1.8188
H: 2.3089 -0.7723 -0.2525
H: 1.6967 -2.0104 -1.3582

These are the natural (NBO) partial charges, in e, on atoms 1 to 8: -0.21, -0.35, 0.12, -0.29, -0.60, -0.60, -0.01, 0.16